1.
Formula: C18H14CeF6O7PS2Sb
Source: the Open Molecules 2025 dataset
Level of theory: ωB97M-V/def2-TZVPD

Geometry as XYZ:
```
50
Properties=species:S:1:pos:R:3:mulliken_charge:R:1
Ce -1.4598 -1.0276 -1.7205 1.69
O 0.6733 -0.7165 -2.4542 -0.55
S 0.4149 0.7008 -2.8694 1.49
O 0.5168 0.9244 -4.2684 -0.65
O -0.9087 1.0367 -2.2567 -0.42
C 1.5028 1.7144 -1.9363 0.39
C 2.2291 2.7260 -2.5336 -0.66
C 2.9185 3.6112 -1.7175 -0.63
C 2.8422 3.4878 -0.3387 -0.75
C 2.0962 2.4702 0.2460 -0.17
C 1.4227 1.5519 -0.5484 -0.23
P 0.4373 0.1352 0.0964 1.39
C -0.4353 0.7944 1.5310 0.10
C -0.6257 0.0128 2.6680 -0.42
C -1.4016 0.4953 3.7100 -0.81
C -1.9946 1.7467 3.6183 -0.43
C -1.8197 2.5198 2.4793 -0.84
C -1.0427 2.0463 1.4346 -0.39
C 1.7350 -0.9922 0.6943 0.47
C 2.5554 -0.5808 1.7443 -0.06
C 3.5642 -1.4080 2.2124 -0.86
C 3.7641 -2.6495 1.6275 -0.53
C 2.9508 -3.0641 0.5834 -0.74
C 1.9336 -2.2441 0.1197 -0.25
H 2.2387 2.8186 -3.6114 0.56
H 3.4974 4.4104 -2.1599 0.41
H 3.3636 4.1950 0.2932 0.43
H 2.0254 2.4067 1.3237 0.35
H -0.1861 -0.9744 2.7203 0.48
H -1.5533 -0.1124 4.5924 0.42
H -2.6056 2.1156 4.4316 0.41
H -2.2990 3.4866 2.4001 0.42
H -0.9195 2.6394 0.5355 0.46
H 2.3946 0.3815 2.2129 0.20
H 4.1863 -1.0857 3.0372 0.43
H 4.5519 -3.2975 1.9892 0.39
H 3.1014 -4.0364 0.1334 0.44
H 1.2923 -2.5875 -0.6778 0.29
F -0.9251 -1.8603 0.1990 -0.51
Sb -4.4567 -1.3508 -1.3200 2.12
F -3.0551 -0.4616 -0.1153 -0.60
F -5.3904 -2.0841 0.1193 -0.53
F -5.5375 0.1509 -1.0224 -0.53
F -5.5291 -1.9645 -2.7023 -0.51
F -3.4782 0.0696 -2.3802 -0.58
O -2.7476 -2.0817 -3.2852 -0.44
S -2.4948 -3.3301 -2.5140 1.31
O -2.9502 -4.5483 -3.0481 -0.70
O -3.3044 -2.9591 -1.1739 -0.51
O -1.0880 -3.2313 -2.0985 -0.34
```

Results
- orbital gap (spin up / spin down) (eV) = 6.920 / 6.922
- net charge = 0
- relative energy (zero: lowest compared OMol25 entry of this formula, charge and spin) (kJ/mol) = 0.0
- strongest force on any atom (hartree/bohr) = 0.10197
- electronic energy (eV) = -99961.169


2.
Formula: C39H42F3N9O4
Source: the Open Molecules 2025 dataset
Level of theory: ωB97M-V/def2-TZVPD

Geometry as XYZ:
```
97
Properties=species:S:1:pos:R:3:mulliken_charge:R:1
C -3.0221 -0.1975 -3.8732 -1.51
C -3.0471 -0.9882 -2.5711 1.01
C -3.7484 -2.3330 -2.7333 -1.50
C -3.6651 -0.1865 -1.4234 0.42
C -5.0247 0.1202 -1.4748 -0.26
C -5.6460 0.7912 -0.4172 -1.54
C -4.9122 1.1125 0.7245 -0.51
C -3.5644 0.7684 0.8297 0.30
C -2.8888 0.9012 2.1948 2.01
C -3.6430 0.0976 3.2596 -1.66
C -2.7914 2.3487 2.6533 -1.36
C -2.9246 0.2306 -0.3070 -0.65
N -1.5306 -0.1394 -0.2457 1.65
N -1.2291 -1.4480 -0.2002 -1.26
N 0.0999 -1.5124 0.0601 1.84
C 0.6275 -2.7583 0.5519 -0.49
C 0.5721 -3.8867 -0.2811 0.16
C -0.1560 -3.8762 -1.6257 2.47
C -1.0489 -5.1025 -1.8261 -1.58
C 0.8312 -3.7110 -2.7758 -1.42
C 1.2682 -5.0285 0.1187 -0.33
C 1.9119 -5.0714 1.3536 -1.67
C 1.7947 -4.0049 2.2408 -0.19
C 1.0991 -2.8526 1.8757 0.01
C 0.7900 -1.8052 2.9491 1.60
C 2.0660 -1.2661 3.5920 -1.49
C -0.1548 -2.3709 4.0178 -1.54
C 0.6645 -0.2524 0.0744 -0.67
C 2.0844 -0.0489 0.2470 1.00
C 2.5846 1.1439 0.8323 -0.39
C 3.9386 1.4255 0.8380 -1.41
C 4.8253 0.4901 0.3092 0.40
C 6.2904 0.8275 0.2288 0.74
F 7.0517 -0.2131 -0.2190 -0.28
F 6.5086 1.8739 -0.6306 -0.24
F 6.8098 1.2013 1.4379 -0.26
C 4.3845 -0.7300 -0.1879 -1.19
C 3.0311 -1.0100 -0.1942 0.09
C -0.3523 0.6509 -0.1940 0.55
C -0.3021 2.0331 -0.3656 -0.48
H -2.5165 0.7632 -3.7247 0.35
H -2.4800 -0.7613 -4.6395 0.43
H -4.0407 -0.0069 -4.2327 0.32
H -2.0142 -1.1920 -2.2822 -0.11
H -3.7593 -2.8743 -1.7800 0.34
H -4.7860 -2.1886 -3.0591 0.40
H -3.2344 -2.9559 -3.4744 0.37
H -5.6055 -0.1797 -2.3517 0.37
H -6.7055 1.0613 -0.4783 0.36
H -5.3912 1.6067 1.5724 0.38
H -1.8740 0.4948 2.0951 -0.85
H -3.7943 -0.9421 2.9448 0.36
H -3.0845 0.0952 4.2027 0.41
H -4.6269 0.5502 3.4464 0.34
H -2.2017 2.9475 1.9564 0.24
H -3.7869 2.8028 2.7548 0.29
H -2.2844 2.3960 3.6233 0.47
H -0.8205 -3.0061 -1.5987 -1.21
H -1.7581 -5.1936 -0.9950 0.39
H -1.6219 -5.0079 -2.7574 0.40
H -0.4497 -6.0204 -1.8822 0.35
H 1.4384 -2.8090 -2.6304 0.31
H 1.5045 -4.5784 -2.8260 0.32
H 0.3027 -3.6248 -3.7329 0.43
H 1.3157 -5.8857 -0.5566 0.35
H 2.4899 -5.9509 1.6380 0.37
H 2.2347 -4.0627 3.2379 0.41
H 0.2751 -0.9742 2.4490 -0.71
H 2.7548 -0.8842 2.8281 0.20
H 1.8229 -0.4435 4.2764 0.43
H 2.5731 -2.0564 4.1638 0.40
H -1.0632 -2.7816 3.5575 0.37
H 0.3431 -3.1719 4.5832 0.31
H -0.4545 -1.5842 4.7227 0.42
H 1.8738 1.8374 1.2862 0.74
H 4.2965 2.3721 1.2419 0.49
H 5.0919 -1.4546 -0.5839 0.55
H 2.6864 -1.9715 -0.5785 0.36
H 0.7212 2.4532 -0.2594 -0.70
H -1.2713 2.5445 -0.3506 0.48
O 3.8586 7.0951 -3.0149 -0.55
N 3.4404 6.8791 -1.8666 0.92
O 3.7782 7.5866 -0.8844 -0.60
C 2.5152 5.7875 -1.5821 -0.59
C 1.9212 5.7245 -0.3180 -0.13
C 0.9321 4.7743 -0.0533 -0.37
N 0.3721 4.6576 1.2497 0.80
O 0.5398 5.5542 2.1014 -0.67
O -0.2737 3.5994 1.5280 -0.43
C 0.3760 3.8856 -1.0757 0.34
N 1.2172 3.8394 -2.2181 0.74
N 1.1037 2.9742 -3.2714 -0.48
N 2.0247 3.3242 -4.1371 -0.62
N 2.7284 4.4019 -3.7172 -0.34
C 2.2156 4.7386 -2.5160 0.75
H 2.2278 6.4148 0.4636 0.60
H -0.6596 4.1778 -1.3382 0.31
```

Results
- orbital gap (eV) = 5.612
- net charge = 0
- relative energy (zero: lowest compared OMol25 entry of this formula, charge and spin) (kJ/mol) = 177.2
- strongest force on any atom (hartree/bohr) = 0.07187
- electronic energy (eV) = -70866.512


3.
Formula: C5H4N5O2
Source: the Open Molecules 2025 dataset
Level of theory: ωB97M-V/def2-TZVPD

Geometry as XYZ:
```
16
Properties=species:S:1:pos:R:3:mulliken_charge:R:1
C 0.5450 1.3119 0.6451 -0.11
C 2.1565 -0.0379 0.2440 0.72
C 1.0484 -0.7193 -0.1814 -0.90
C 3.5683 -0.3534 0.0726 0.16
C -1.3384 -0.1683 0.0890 -0.28
N 1.8348 1.2867 0.7672 -0.65
N -1.7681 -1.4247 0.7086 -0.74
N -0.9574 -2.3305 0.5168 0.68
N 0.0148 0.1834 0.1440 0.28
N 0.0551 -2.8379 0.3442 -0.29
O 4.5455 0.2740 0.4297 -0.60
O 3.7431 -1.5809 -0.5993 -0.52
H 0.0153 2.1991 1.0373 0.37
H -1.7417 -0.1420 -1.0358 0.26
H -1.8170 0.7112 0.6673 0.23
H 2.9475 -1.7625 -1.1994 0.39
```

Results
- orbital gap (eV) = 7.991
- net charge = -1
- relative energy (zero: lowest compared OMol25 entry of this formula, charge and spin) (kJ/mol) = 102.7
- strongest force on any atom (hartree/bohr) = 0.07167
- electronic energy (eV) = -16792.936